# 1
C6H9N2O3 | ωB97M-V/def2-TZVPD

XYZ file:
```
20
C6H9N2O3 (ωB97M-V/def2-TZVPD)
C 1.0733 1.5363 -2.4371
O 0.0058 0.8662 -1.7091
C -0.2602 1.1655 -0.4764
O 0.2698 2.0059 0.2235
C -1.3980 0.2506 0.1492
N -1.7891 -0.6740 -0.8992
C -1.1451 -1.7741 -0.7768
N -0.2517 -1.6780 0.2773
C -0.4865 -0.5594 0.9503
C 0.2304 -0.2032 2.2063
O 1.2602 -1.1919 2.3191
H 1.7639 2.0964 -1.7430
H 0.5930 2.3298 -3.2216
H 1.4485 0.7678 -3.1729
H -2.2047 0.9163 0.5511
H -1.1379 -2.7027 -1.2900
H 0.4715 -2.3036 0.7737
H -0.6166 -0.3544 2.9269
H 0.5506 0.8769 2.1098
H 1.6227 -1.3703 3.2388
```

SMILES string: COC(=O)[C@H]1N=C[NH+]=C1CO
Net charge: +1
Relative energy (zero: lowest compared OMol25 entry of this formula, charge and spin) in kJ/mol: 0.0



# 2
C25H51FIN2O5PS2 | ωB97M-V/def2-TZVPD

XYZ file:
```
88
C25H51FIN2O5PS2 (ωB97M-V/def2-TZVPD)
C 2.0492 -0.5644 4.6963
O 2.6739 0.6205 4.1140
C 1.6032 1.3045 3.4267
C 1.9061 2.8325 3.0933
C 3.1107 3.0690 2.0667
C 3.2281 4.6738 1.8446
C 2.9037 5.1440 0.3457
C 1.3817 5.6111 0.1202
C 0.6514 4.8472 -1.1103
C 0.2889 3.3669 -0.5452
C -0.1203 2.3894 -1.7478
C 0.5386 0.9446 -1.7414
C 1.4330 0.4382 -0.5053
N 1.4998 -1.0508 -0.8495
S 2.4350 -1.6965 0.4747
O 3.5445 -2.5083 -0.1601
O 3.1366 -0.5712 1.2144
F 1.5846 -2.5622 1.6372
C 0.2110 -1.6493 -1.3895
C -0.9299 -2.1247 -0.3486
C -1.2470 -1.0100 0.7913
C -2.7064 -1.2863 1.3988
C -3.3979 0.1103 1.8462
O -4.8409 0.0049 1.8179
C -5.4676 1.2672 1.8611
C -6.9063 1.3995 2.5816
O -5.0203 2.3138 1.3446
C 0.3459 -3.0050 -2.3237
C 1.0074 -4.3618 -1.7162
C 0.4224 -5.7045 -2.3846
C 1.1780 -6.0252 -3.7847
C -1.1729 -5.7514 -2.5028
C -0.3359 -0.3611 -2.2390
S 0.1294 -0.3215 -4.0813
P -2.2265 -0.1567 -2.4072
N -2.7274 -1.2576 -3.4774
H 2.7997 -1.3937 4.8953
H 1.4775 -0.2325 5.6374
H 1.2491 -0.9906 3.9860
H 0.6959 1.3070 4.1447
H 1.2996 0.6700 2.5263
H 0.9589 3.2441 2.5787
H 2.1416 3.4520 4.0268
H 2.9904 2.5001 1.0839
H 4.1245 2.7434 2.5049
H 4.2563 5.0319 2.1766
H 2.4407 5.1819 2.5159
H 3.5665 6.0395 0.1100
H 3.1374 4.3505 -0.4502
H 0.7821 5.3311 1.0647
H 1.3061 6.7488 -0.0164
H -0.2708 5.4294 -1.4321
H 1.3941 4.8106 -1.9745
H -0.6576 3.5319 0.0877
H 1.1903 3.0505 0.0649
H -1.2633 2.4135 -1.8099
H 0.2307 2.9129 -2.7136
H 1.3406 1.0365 -2.5626
H 0.8928 0.7303 0.4474
H 2.4429 0.9122 -0.7360
H 2.1617 -1.0399 -1.6626
H -1.8871 -2.4701 -0.8877
H -0.6100 -3.0521 0.2550
H -1.1399 0.0593 0.4099
H -0.4989 -1.1156 1.6578
H -3.3623 -1.8142 0.6337
H -2.6303 -1.9617 2.3165
H -3.0638 0.3228 2.9225
H -2.9640 0.9066 1.1607
H -7.6816 1.2584 1.7558
H -6.9783 2.4745 2.9489
H -7.0327 0.6697 3.4435
H -0.7191 -3.1606 -2.7046
H 0.9848 -2.7758 -3.2596
H 2.1188 -4.3347 -2.0236
H 1.0175 -4.4920 -0.5604
H 0.7223 -6.5593 -1.6747
H 1.9613 -5.2297 -3.9959
H 0.3986 -6.1205 -4.6076
H 1.6908 -7.0440 -3.6942
H -1.4350 -5.4274 -3.5779
H -1.5086 -6.8362 -2.3548
H -1.6516 -5.0322 -1.7588
H 0.0711 1.0370 -4.3928
H -2.5916 1.1261 -2.9403
H -2.9473 -0.3209 -1.1874
H -3.1713 -0.7609 -4.2667
I 2.0564 -5.4866 0.5288
```

Net charge: 0
Relative energy (zero: lowest compared OMol25 entry of this formula, charge and spin) in kJ/mol: 717.9



# 3
C10H14ClN | ωB97M-V/def2-TZVPD

XYZ file:
```
26
C10H14ClN (ωB97M-V/def2-TZVPD)
C -1.9111 -1.8797 2.6953
C -1.6637 -0.9065 3.6993
C -1.1269 -1.7192 1.5099
C -0.8901 0.1868 3.4525
C -0.3637 -0.5524 1.3773
C -1.1332 0.4058 -1.9120
C 1.3883 0.9422 -2.4762
C 2.1851 -0.2130 0.1191
C 0.3775 0.6662 -1.4224
C 0.8499 -0.4547 -0.4658
N -0.3642 0.3832 2.2342
Cl 0.7358 -2.0431 -0.9371
H -2.6057 -2.5979 2.6104
H -2.2240 -0.9979 4.5902
H -1.0672 -2.5242 0.7981
H -0.6861 1.0935 4.0888
H -1.0977 -0.3183 -2.6437
H -1.5975 1.2291 -2.3571
H -1.7597 0.1183 -1.1739
H 2.3525 1.2623 -2.1911
H 1.5672 0.0729 -3.0405
H 0.8871 1.6831 -3.0761
H 2.9972 0.0415 -0.5923
H 2.1577 0.6215 0.7751
H 2.4376 -1.0730 0.7747
H 0.3214 1.5383 -0.7476
```

Net charge: 0
Relative energy (zero: lowest compared OMol25 entry of this formula, charge and spin) in kJ/mol: 368.0



# 4
C23H26NOPSe4Te2Tl | ωB97M-V/def2-TZVPD

XYZ file:
```
59
C23H26NOPSe4Te2Tl (ωB97M-V/def2-TZVPD)
Tl -1.7018 1.3223 1.8454
C -3.1644 -3.4077 -2.4245
Se -3.1410 -1.4970 -2.0452
C -4.8681 -1.1225 -2.9163
C -5.9602 -0.7657 -1.9182
Se -5.5260 0.8366 -0.8746
C -5.2443 -0.0267 0.8412
H -3.1846 -3.5761 -3.4979
H -4.0315 -3.8663 -1.9554
H -2.2523 -3.8235 -2.0042
H -5.1321 -2.0070 -3.4988
H -4.7031 -0.2936 -3.6014
H -6.1163 -1.5685 -1.1981
H -6.9024 -0.5657 -2.4278
H -6.1134 -0.6314 1.0890
H -5.1317 0.7766 1.5680
H -4.3434 -0.6325 0.8052
O 0.2035 -1.0532 -1.7748
N -0.4610 -2.0146 -1.0604
C 0.2745 -2.6316 -0.2275
C 1.7333 -2.4591 0.0140
C 2.5010 -3.6253 0.0235
C 3.8787 -3.5675 0.1397
C 4.4997 -2.3333 0.2695
C 3.7364 -1.1764 0.3158
C 2.3473 -1.2100 0.1895
P 1.2558 0.2732 0.5359
C 2.1542 0.8578 2.0327
C 2.0623 0.0196 3.1470
C 2.6914 0.3478 4.3383
C 3.4101 1.5343 4.4382
C 3.4782 2.3883 3.3484
C 2.8526 2.0552 2.1515
C 1.6969 1.4652 -0.7941
C 2.9768 1.8926 -1.1388
C 3.1665 2.8204 -2.1564
C 2.0779 3.3346 -2.8453
C 0.7964 2.9132 -2.5189
C 0.6135 1.9876 -1.5036
H -0.5089 -0.6585 -2.3001
H -0.2390 -3.4473 0.2742
H 2.0049 -4.5842 -0.0828
H 4.4652 -4.4781 0.1352
H 5.5774 -2.2742 0.3645
H 4.2318 -0.2331 0.4971
H 1.4852 -0.8972 3.0755
H 2.6064 -0.3099 5.1947
H 3.8971 1.7986 5.3685
H 4.0084 3.3303 3.4300
H 2.8784 2.7483 1.3201
H 3.8447 1.5166 -0.6142
H 4.1704 3.1436 -2.4070
H 2.2281 4.0636 -3.6319
H -0.0618 3.3182 -3.0399
H -0.3900 1.6779 -1.2365
Se -0.2592 3.8789 1.6257
Te -2.5174 4.0380 0.5255
Te -4.0769 4.2621 2.7560
Se -3.7737 2.1366 4.0347
```

Net charge: -1
Relative energy (zero: lowest compared OMol25 entry of this formula, charge and spin) in kJ/mol: 0.0



# 5
C2HF3NO4S | ωB97M-V/def2-TZVPD

XYZ file:
```
12
C2HF3NO4S (ωB97M-V/def2-TZVPD)
O -0.9266 -2.5939 -0.5549
N -0.4551 -1.5962 -0.1632
C -0.3761 -0.3376 0.0878
O 0.6824 0.3151 0.4747
S 2.1900 -0.6184 0.7318
O 1.6141 -1.6976 -0.0130
O 2.6528 -0.7418 2.0558
C 3.5523 0.2576 -0.5128
F 3.9875 1.3840 -0.0235
F 4.4089 -0.5390 -0.9171
F 2.6670 0.5175 -1.5068
H -1.3711 0.2613 -0.0057
```

SMILES string: O=[N+]=COS(=O)(=O)C(F)(F)F
Net charge: +1
Relative energy (zero: lowest compared OMol25 entry of this formula, charge and spin) in kJ/mol: 26.4



# 6
C5H19B3BeCl13 | ωB97M-V/def2-TZVPD

XYZ file:
```
41
C5H19B3BeCl13 (ωB97M-V/def2-TZVPD)
Be -1.6765 0.0052 1.4431
B -0.1248 0.1142 -0.2069
H 0.6946 0.1638 -1.0350
H -0.4051 1.1782 0.2295
H -1.1781 -0.2855 -0.6201
H 0.1847 -0.5905 0.6849
B -1.0592 -1.4014 3.1898
H -1.8431 -2.1030 2.6378
H -1.5084 -0.3181 3.3812
H -0.6892 -1.9007 4.1805
H -0.0990 -1.3815 2.5175
B -2.6985 2.0438 2.2138
H -3.5509 1.6226 1.4940
H -1.6715 2.0562 1.6083
H -2.9740 3.0723 2.6913
H -2.6538 1.2049 3.0447
C 2.7723 2.3393 0.2832
Cl 4.1876 1.2700 0.3680
Cl 2.7766 3.1811 -1.2973
Cl 2.8822 3.5232 1.5961
H 1.8644 1.7554 0.3876
C -0.5077 -0.3052 -4.0159
Cl -0.8030 -2.0147 -3.7049
Cl -2.0292 0.6162 -4.0089
Cl 0.2492 -0.0666 -5.6050
H 0.1585 0.0891 -3.2568
C 0.3918 -4.8229 1.0103
Cl 0.9456 -3.1399 1.0282
Cl 0.7591 -5.6731 -0.4938
Cl -1.3647 -4.7509 1.2855
H 0.8814 -5.3557 1.8149
C -1.3373 3.7071 -0.6447
Cl -0.2306 4.3710 0.6049
Cl -0.8426 4.0898 -2.2789
H -1.4076 2.6370 -0.5052
H -2.2588 4.2398 -0.4438
C 2.7670 -1.8464 -1.7958
Cl 3.5176 -3.3791 -2.2009
Cl 3.0302 -0.5312 -2.9799
H 1.6895 -1.9537 -1.7388
H 3.1613 -1.4601 -0.8625
```

Net charge: -1



# 7
C6H11N | ωB97M-V/def2-TZVPD

XYZ file:
```
18
C6H11N (ωB97M-V/def2-TZVPD)
C 1.6305 1.5440 0.1134
C 1.0406 0.4061 0.4962
C -0.3222 0.0036 0.1344
C -1.4519 0.7299 0.2880
N -1.4253 2.1060 0.6700
C -0.5712 -1.3700 -0.4927
C 0.6922 -2.1198 -0.9123
H 2.3968 2.0396 0.6582
H 1.0677 2.2326 -0.5124
H 1.4197 -0.3377 1.1995
H -2.4951 0.4357 0.2417
H -1.9453 2.3128 1.5097
H -0.5205 2.5391 0.6395
H -1.1851 -1.9809 0.1984
H -1.3424 -1.3746 -1.2522
H 1.3360 -2.4066 -0.0560
H 1.3198 -1.6509 -1.6661
H 0.3558 -3.1088 -1.2573
```

SMILES string: C=C/C(=C\N)CC
Net charge: 0
Relative energy (zero: lowest compared OMol25 entry of this formula, charge and spin) in kJ/mol: 189.0



# 8
C22H30N4O | ωB97M-V/def2-TZVPD

XYZ file:
```
57
C22H30N4O (ωB97M-V/def2-TZVPD)
C -2.9400 -2.9869 0.0156
C -1.7507 -2.0775 -0.0189
C -1.3446 -1.3756 1.1059
C -0.2474 -0.5326 1.0590
C 0.4720 -0.3730 -0.1160
C 1.5989 0.6296 -0.2031
C 1.0873 1.8367 -1.0357
N -0.3197 2.0891 -0.8170
C -0.7068 2.6885 0.3474
O 0.0287 3.3562 1.0443
N -2.0338 2.5301 0.6992
C -3.0033 1.6819 0.1585
C -3.2170 1.5780 -1.2142
C -4.1838 0.7119 -1.6929
C -4.9566 -0.0352 -0.8241
C -4.7835 0.0863 0.5500
C -5.6514 -0.6820 1.4996
C -3.8065 0.9446 1.0262
N 2.7587 0.0258 -0.8515
C 3.2319 -1.1833 -0.1862
C 4.0131 -0.8979 1.1071
N 5.1275 0.0170 0.9185
C 6.2915 -0.5921 0.3127
C 4.6677 1.2180 0.2385
C 3.8919 0.9200 -1.0548
C 0.0703 -1.0795 -1.2457
C -1.0233 -1.9206 -1.1944
H -3.6984 -2.6358 -0.6829
H -2.6556 -3.9968 -0.2777
H -3.3740 -3.0216 1.0112
H -1.8915 -1.4873 2.0310
H 0.0488 0.0126 1.9445
H 1.8151 0.9954 0.8144
H 1.6203 2.7458 -0.7547
H 1.2312 1.6304 -2.0979
H -0.9288 1.3565 -1.1550
H -2.2187 2.8664 1.6350
H -2.6621 2.1994 -1.8997
H -4.3417 0.6315 -2.7583
H -5.7121 -0.7035 -1.2111
H -5.9407 -1.6395 1.0728
H -6.5617 -0.1188 1.7071
H -5.1402 -0.8538 2.4437
H -3.6577 1.0473 2.0922
H 2.3789 -1.8277 0.0320
H 3.8784 -1.7064 -0.8984
H 4.3913 -1.8326 1.5259
H 3.3419 -0.4448 1.8437
H 6.1359 -0.9671 -0.7088
H 7.0938 0.1449 0.2885
H 6.6099 -1.4259 0.9381
H 5.5307 1.8493 0.0182
H 4.0203 1.7603 0.9348
H 3.5509 1.8502 -1.5064
H 4.5554 0.4243 -1.7716
H 0.6339 -0.9668 -2.1595
H -1.3247 -2.4633 -2.0791
```

SMILES string: Cc1ccc([C@H](CNC(=O)Nc2cccc(C)c2)N2CCN(C)CC2)cc1
Net charge: 0
Relative energy (zero: lowest compared OMol25 entry of this formula, charge and spin) in kJ/mol: 116.6



no.,orbital gap (hartree)
1,0.3614
2,0.1271
3,0.3326
4,0.2033
5,0.3135
6,0.3338
7,0.3307
8,0.3049